Entry 1:
This record from the OMol25 dataset describes C44H52CsN10O5S6 as an isolated structure. The level of theory is ωB97M-V/def2-TZVPD.

Positions of all 118 atoms, in Å:
Cs 0.69880 0.37279 0.15593
C 4.92472 -2.85227 1.04072
C 3.54022 -2.27330 1.14065
N 3.04101 -1.44771 0.29027
N 3.81568 -1.03369 -0.73131
C 3.12907 -0.53634 -1.77536
O 1.90591 -0.60251 -2.00484
C 4.00762 0.11753 -2.81244
C 5.34463 -0.22068 -2.99384
C 6.09130 0.38652 -3.99492
C 5.51504 1.35106 -4.81238
C 4.18509 1.70593 -4.62231
C 3.43599 1.08432 -3.63375
C 2.64879 -2.68774 2.24395
C 3.11034 -3.49301 3.29425
C 2.23048 -3.90344 4.27898
C 0.89909 -3.52027 4.20599
C 0.52891 -2.71745 3.13408
N 1.36277 -2.30424 2.19394
H 5.38998 -2.47075 0.13644
H 4.89506 -3.94533 0.99879
H 5.54305 -2.56701 1.89791
H 5.78262 -0.96174 -2.33922
H 7.13068 0.11315 -4.13403
H 6.10168 1.83143 -5.58623
H 3.73768 2.47700 -5.23922
H 2.40039 1.35326 -3.45919
H 4.14929 -3.79022 3.33435
H 2.57999 -4.52409 5.09576
H 0.17638 -3.83576 4.94819
H -0.50292 -2.39253 3.01097
O -0.65836 7.71171 -1.89911
C -0.58120 6.62623 -1.35407
S 0.81768 6.05612 -0.46060
C 0.20869 4.45834 0.01051
C -1.04683 4.15792 -0.40190
S -1.97226 2.71109 -0.13692
S -1.85485 5.41515 -1.36108
S 1.30884 3.49764 0.96030
O -0.44309 1.10365 2.42791
S 0.51063 1.90757 3.25959
C 0.24875 1.15173 4.93872
C -1.12152 1.33696 5.58651
C -2.24424 0.88663 4.64301
C -2.17883 -0.61185 4.41648
S -3.41673 -1.32965 3.27951
O -2.51052 -1.46160 1.97716
C -4.59937 -0.09323 2.88090
C -4.28847 1.00053 2.07977
C -5.28831 1.92404 1.82085
C -6.56060 1.74982 2.35327
C -6.85830 0.64667 3.14026
C -5.87294 -0.29005 3.40435
C -0.19242 3.51235 3.64425
C -1.35332 3.93401 3.02672
C -1.84841 5.19878 3.31652
C -1.19374 6.02091 4.22412
C -0.02616 5.58126 4.83956
C 0.48348 4.32746 4.54419
H 1.04500 1.53706 5.58000
H 0.46238 0.09674 4.74197
H -1.29283 2.38719 5.81656
H -1.15468 0.79574 6.54107
H -2.09255 1.38365 3.69334
H -3.21570 1.18569 5.04304
H -2.30018 -1.17222 5.34517
H -1.25473 -0.90819 3.91408
H -3.29576 1.13635 1.65509
H -5.05259 2.77874 1.19578
H -7.33009 2.48297 2.14718
H -7.85435 0.51106 3.54076
H -6.08147 -1.16430 4.01099
H -1.79989 3.32010 2.24818
H -2.72652 5.55523 2.79080
H -1.57031 7.01584 4.42714
H 0.50125 6.22761 5.53044
H 1.41643 3.99716 4.98874
N -1.00544 -4.48694 -3.70341
C -1.23344 -4.30502 -2.36284
C -0.73677 -3.16642 -1.69582
N -0.97894 -2.96487 -0.42471
C -1.70572 -3.87935 0.23083
C -2.18474 -4.99162 -0.42538
N -1.95722 -5.21370 -1.72549
H -0.25467 -3.97055 -4.12672
H -1.18132 -5.41072 -4.05869
H -0.13388 -2.41866 -2.20856
H -1.88055 -3.71201 1.28704
H -2.76614 -5.74594 0.09511
N -0.78775 0.75330 -2.92667
C -0.55123 1.01216 -4.02574
N -0.29041 1.33061 -5.29266
C -1.36957 1.84607 -6.12938
C -0.74681 2.67900 -7.23256
O 0.21851 1.93110 -7.95974
C 1.26977 1.48658 -7.11170
C 0.73594 0.58688 -6.01777
H -2.03619 2.45209 -5.51796
H -1.94117 1.01826 -6.56734
H -0.27879 3.56866 -6.79532
H -1.50741 2.98966 -7.94719
H 1.77184 2.34944 -6.65817
H 1.97849 0.94779 -7.73823
H 1.52779 0.29386 -5.33061
H 0.30289 -0.31580 -6.46825
N -4.76496 -2.09194 0.77740
C -4.96127 -0.99073 -0.19955
C -3.66673 -0.69287 -0.93349
N -3.89665 0.39132 -1.87439
H -5.64388 -2.33023 1.22315
H -3.04710 -1.84515 1.21634
H -4.43080 -2.92186 0.29882
H -5.28166 -0.10666 0.36062
H -5.73707 -1.21452 -0.93594
H -3.36816 -1.58742 -1.49050
H -2.87159 -0.50258 -0.19785
H -4.08181 1.24652 -1.35511
H -3.01464 0.59869 -2.32981

Calculated values
- Net charge: -1
- Multiplicity: 1
- Energy above the lowest of the compared OMol25 structures with the same formula, charge and spin: 238.22 kJ/mol
- LUMO: 1.160 eV
- HOMO-LUMO gap: 0.136 Ha

***

Entry 2:
This record from the OMol25 dataset describes C20H39As3O4SSn as an isolated structure. The level of theory is ωB97M-V/def2-TZVPD.

Positions of all 68 atoms, in Å:
Sn -2.51296 0.97540 -0.59540
C -4.04087 -1.93216 1.45124
C -4.03497 -0.43145 1.50914
C -4.99688 0.31484 0.83192
C -5.04406 1.71102 0.92508
C -6.08767 2.49763 0.18587
C -4.10585 2.35249 1.73257
C -3.13994 1.63606 2.44433
C -2.21505 2.34850 3.38626
C -3.08788 0.25075 2.28568
H -4.63401 -2.33099 2.27621
H -3.03565 -2.34145 1.55628
H -4.48477 -2.30184 0.52750
H -5.72633 -0.19660 0.21406
H -6.83578 2.87160 0.88683
H -6.60267 1.88727 -0.55376
H -5.65865 3.36679 -0.31455
H -4.13719 3.43240 1.82600
H -1.53623 3.01352 2.85034
H -1.63531 1.64341 3.98070
H -2.79159 2.96547 4.07579
H -2.34826 -0.32068 2.83725
C -1.37947 -1.48976 -2.38465
As -0.42496 -1.15231 -0.70839
C -0.42377 -2.94984 0.02031
C 1.33666 -0.95306 -1.55759
C 2.61331 -0.73134 -0.73826
C 2.63233 -1.56703 0.53859
C 2.86074 0.75426 -0.40943
As 1.64790 1.77018 0.70640
C 2.53120 3.39821 1.29007
C 0.99057 0.96045 2.31265
C 3.81850 -1.12742 -1.62349
As 3.80229 -3.01552 -2.27037
C 5.73862 -3.23529 -2.37270
C 3.48652 -2.63993 -4.16613
H -1.38013 -0.60461 -3.02401
H -2.40448 -1.80886 -2.18692
H -0.86909 -2.29209 -2.91894
H 0.11594 -3.59803 -0.67130
H -1.45440 -3.28995 0.10468
H 0.04758 -2.98482 0.99869
H 1.21697 -0.18519 -2.32469
H 1.42161 -1.91382 -2.07483
H 1.82167 -1.30428 1.22361
H 3.57527 -1.43330 1.07287
H 2.53606 -2.62790 0.30762
H 2.96286 1.35329 -1.31865
H 3.80150 0.84821 0.14519
H 2.74159 3.99979 0.40199
H 3.46812 3.09714 1.77501
H 1.82164 4.90423 2.31330
H 1.83976 0.48681 2.80593
H 0.21320 0.23238 2.09467
H 0.60270 1.77627 2.92106
H 4.73913 -0.99782 -1.04911
H 3.88219 -0.46880 -2.49364
H 6.15230 -3.32426 -1.36982
H 6.20220 -2.39737 -2.89167
H 5.95153 -4.15471 -2.91520
H 2.45908 -2.31628 -4.33214
H 3.64442 -3.55857 -4.72929
H 4.17079 -1.87631 -4.53428
O 0.35462 3.99372 -0.80156
S -0.10115 2.68577 -0.49408
O 1.60825 3.97422 2.17086
O -0.43179 1.79624 -1.61864
O -1.24781 2.55532 0.45695

Calculated values
- Net charge: +2
- Multiplicity: 1
- Energy above the lowest of the compared OMol25 structures with the same formula, charge and spin: 124.21 kJ/mol
- LUMO: -6.399 eV
- HOMO-LUMO gap: 0.255 Ha

***

HOMO level for the records above, in order: -2.53; -13.34 eV